Record 1
Entry from OMol25: C20H24IIrN4O as an isolated structure (ωB97M-V/def2-TZVPD).

charge	-2
gap between HOMO and LUMO (alpha / beta)	1.66 / 5.69	eV
expectation value of S²	6.071
spin multiplicity	5

Geometry (Å):
C (3.14, -0.43, -1.86)
I (-1.54, 1.21, -2.57)
H (2.80, -0.91, -2.80)
H (3.42, -1.24, -1.18)
H (4.04, 0.18, -2.09)
C (-1.78, 3.74, 0.90)
C (-2.87, 2.93, 0.82)
N (-2.43, 1.66, 0.55)
C (-1.06, 1.67, 0.49)
N (-0.67, 2.98, 0.66)
H (-1.76, 4.80, 1.09)
H (-3.90, 3.20, 0.92)
C (1.17, -3.68, -0.29)
C (0.34, -1.66, -0.87)
N (1.28, -2.31, -0.12)
H (-0.28, -4.81, -1.50)
N (-0.40, -2.65, -1.44)
H (1.85, -4.37, 0.18)
Ir (0.19, 0.27, -1.06)
C (2.13, 0.49, -1.31)
O (2.48, 1.58, -0.81)
C (0.13, -3.88, -1.12)
C (-1.59, -2.48, -2.25)
H (-2.09, -3.45, -2.30)
H (-1.33, -2.17, -3.26)
H (-2.27, -1.75, -1.80)
C (2.19, -1.73, 0.85)
H (3.17, -2.21, 0.76)
H (1.83, -1.89, 1.88)
H (2.30, -0.65, 0.72)
C (0.68, 3.38, 0.87)
H (0.73, 4.47, 0.76)
H (1.32, 2.90, 0.12)
H (1.03, 3.09, 1.87)
C (-3.30, 0.54, 0.25)
H (-2.78, -0.39, 0.44)
H (-3.63, 0.62, -0.79)
H (-4.19, 0.64, 0.89)
C (-0.16, 0.56, 0.87)
C (0.23, 0.10, 2.04)
C (0.19, 0.16, 3.43)
C (-0.93, 0.69, 4.17)
C (-0.96, 0.65, 5.56)
C (0.10, 0.10, 6.29)
C (1.22, -0.38, 5.60)
C (1.28, -0.34, 4.22)
H (-1.76, 1.13, 3.61)
H (-1.83, 1.05, 6.09)
H (0.04, 0.04, 7.38)
H (2.07, -0.78, 6.16)
H (2.17, -0.69, 3.68)

Record 2
Entry from OMol25: a 2-piece molecular cluster, C20H24N overall (ωB97M-V/def2-TZVPD).

charge	+1
gap between HOMO and LUMO	7.18	eV
spin multiplicity	1

Geometry (Å):
C (-0.77, -0.07, 0.61)
C (-0.23, -0.10, 2.05)
C (-0.74, 1.16, 2.76)
C (-0.83, -1.33, 2.76)
N (1.20, -0.15, 2.05)
C (2.40, -0.11, 1.96)
H (-0.45, -0.96, 0.05)
H (-1.87, -0.05, 0.59)
H (-0.42, 0.84, 0.09)
H (-0.40, 1.18, 3.80)
H (-0.40, 2.06, 2.24)
H (-1.85, 1.19, 2.77)
H (-0.50, -1.36, 3.80)
H (-1.93, -1.29, 2.75)
H (-0.52, -2.25, 2.24)
C (4.85, -2.31, 7.67)
C (4.93, -1.89, 6.25)
C (5.17, -0.55, 5.92)
C (5.15, -0.13, 4.60)
C (4.82, -1.04, 3.53)
C (4.53, -0.50, 2.21)
C (5.13, -1.11, 1.04)
C (5.32, -0.30, -0.13)
C (5.57, -0.87, -1.37)
C (5.72, -2.26, -1.48)
C (5.75, -2.89, -2.83)
C (5.74, -3.05, -0.33)
C (5.53, -2.47, 0.92)
C (4.65, -2.40, 3.90)
C (4.69, -2.81, 5.22)
H (4.81, -3.39, 7.78)
H (5.74, -1.94, 8.19)
H (3.98, -1.90, 8.20)
H (5.36, 0.20, 6.71)
H (5.34, 0.92, 4.36)
H (4.64, 0.61, 2.18)
H (5.20, 0.79, -0.07)
H (5.57, -0.23, -2.27)
H (5.65, -3.97, -2.78)
H (4.93, -2.50, -3.45)
H (6.69, -2.64, -3.33)
H (5.87, -4.13, -0.41)
H (5.62, -3.12, 1.79)
H (4.39, -3.15, 3.14)
H (4.48, -3.86, 5.48)

Record 3
Entry from OMol25: a single C20H24N2O3S molecule (ωB97M-V/def2-TZVPD).

gap between HOMO and LUMO	9.11	eV
SMILES string	Cc1ccc(NS(=O)(=O)c2cc(C(=O)N3CCCC3)ccc2C)cc1C
spin multiplicity	1

Geometry (Å):
C (2.34, 3.90, 2.69)
C (1.50, 2.67, 2.53)
C (0.28, 2.74, 1.88)
C (-0.51, 1.61, 1.71)
C (-0.08, 0.39, 2.21)
C (1.13, 0.32, 2.88)
C (1.93, 1.44, 3.04)
C (3.24, 1.32, 3.76)
H (3.24, 1.96, 4.65)
H (3.41, 0.30, 4.07)
H (4.06, 1.64, 3.13)
H (1.44, -0.64, 3.28)
N (-0.86, -0.77, 2.07)
S (-0.17, -2.16, 1.42)
O (0.80, -2.68, 2.34)
O (-1.29, -2.98, 1.08)
C (0.57, -1.52, -0.09)
C (-0.38, -1.28, -1.07)
C (-0.03, -0.68, -2.27)
C (1.31, -0.35, -2.47)
C (2.25, -0.61, -1.50)
C (1.90, -1.19, -0.28)
C (2.97, -1.44, 0.74)
H (3.25, -0.50, 1.21)
H (3.85, -1.86, 0.26)
H (2.62, -2.13, 1.51)
H (3.28, -0.36, -1.67)
H (1.60, 0.09, -3.41)
C (-1.02, -0.45, -3.37)
O (-0.85, -0.92, -4.48)
N (-2.09, 0.30, -3.05)
C (-2.26, 1.08, -1.84)
C (-3.40, 2.06, -2.17)
H (-3.25, 3.03, -1.71)
C (-3.41, 2.12, -3.70)
H (-4.37, 2.43, -4.10)
C (-3.05, 0.69, -4.07)
H (-2.59, 0.58, -5.06)
H (-3.93, 0.04, -4.02)
H (-2.64, 2.80, -4.05)
H (-4.35, 1.65, -1.82)
H (-2.52, 0.45, -0.99)
H (-1.33, 1.61, -1.60)
H (-1.39, -1.61, -0.88)
H (-1.77, -0.61, 1.68)
H (-1.46, 1.69, 1.20)
H (-0.06, 3.68, 1.49)
H (2.51, 4.11, 3.75)
H (1.86, 4.76, 2.24)
H (3.32, 3.76, 2.22)

no.,E (eV),maximum force (eV/A)
1,-40069.6178,3.64
2,-22611.2081,5.10
3,-41088.0641,1.01